{"formula": "C3H2Cl3NO", "method": "the ωB97M-V functional and the def2-TZVPD basis", "homo_ev": [-6.53, -11.17], "s2": 2.006, "mol_weight_da": 174.41, "relative_energy_kj_mol": 297.5, "spin_multiplicity": 3, "orbital_gap_ev": [6.847, 6.478], "e_tot_ev": -44240.570, "symbols": ["C", "C", "C", "N", "O", "Cl", "Cl", "Cl", "H", "H"], "positions_angstrom": [[-0.740127, 1.373721, 0.008333], [-0.411754, 0.062638, -0.442628], [1.078714, -0.321877, 0.015720], [-1.307768, 2.226775, 0.500908], [-1.296393, -0.975054, 0.069061], [1.274949, 0.004325, 1.764875], [2.065590, 0.529365, -1.169693], [1.208821, -2.059009, -0.244132], [-0.411723, -0.108348, -1.560390], [-1.460310, -0.732533, 1.057950]], "atomic_forces_ev_per_a": [[9.8, -10.2, -8.1], [-0.4, -1.8, 0.2], [-1.7, -0.1, -0.6], [-8.9, 11.0, 7.2], [-0.8, 0.9, 2.6], [0.3, 0.3, -0.8], [0.8, 0.2, 0.7], [0.5, -0.1, 0.0], [-0.2, 0.7, 1.3], [0.3, -0.8, -2.4]]}

{"formula": "C3H2Cl3NO3", "method": "the ωB97M-V functional and the def2-TZVPD basis", "homo_ev": -10.71, "smiles": "O=C(C[N+](=O)[O-])C(Cl)(Cl)Cl", "mol_weight_da": 206.41, "relative_energy_kj_mol": 0.0, "orbital_gap_ev": 10.514, "e_tot_ev": -48338.670, "symbols": ["O", "C", "C", "N", "O", "O", "C", "Cl", "Cl", "Cl", "H", "H"], "positions_angstrom": [[1.440100, 2.287607, -0.551706], [1.392320, 1.221447, -0.102605], [-0.072640, 0.479931, 0.717073], [-1.091875, 1.416288, 0.282815], [-1.195521, 1.477980, -0.925592], [-1.738349, 2.008910, 1.104140], [2.603313, 0.244374, -0.060717], [2.793726, -0.346684, -1.728858], [4.026872, 0.983995, 0.604577], [2.135679, -1.235762, 0.883015], [-0.263115, -0.456972, 0.203578], [0.337958, 0.362750, 1.766858]], "atomic_forces_ev_per_a": [[-0.1, 1.4, -0.5], [-1.9, -2.9, 2.1], [4.2, 0.8, -1.1], [-0.1, -0.4, 0.1], [-0.5, 0.3, 0.0], [-0.4, 0.6, 0.4], [-0.7, -1.2, -0.2], [0.2, 0.4, 0.0], [0.0, 0.1, -0.1], [0.7, 0.4, 0.1], [0.0, 0.0, 0.2], [-1.7, 0.6, -1.0]]}

{"formula": "C3H2Cl4O", "method": "the ωB97M-V functional and the def2-TZVPD basis", "homo_ev": [-8.31, -10.20], "s2": 2.017, "mol_weight_da": 195.86, "spin_multiplicity": 3, "orbital_gap_ev": [8.823, 7.474], "e_tot_ev": -55276.276, "symbols": ["C", "C", "C", "O", "Cl", "Cl", "Cl", "Cl", "H", "H"], "positions_angstrom": [[-0.392713, -0.770899, 1.018553], [0.260269, -0.816452, -0.262896], [2.541899, 0.276014, 0.210827], [-0.228967, -1.642335, 1.839170], [0.762332, -2.319211, -0.872207], [3.143456, 0.007603, 1.872243], [2.414021, 1.927043, -0.069889], [3.437387, -0.656444, -0.953177], [-0.955883, 0.098558, 1.322534], [-0.158699, -0.121236, -1.015058]], "atomic_forces_ev_per_a": [[1.2, -0.3, 0.3], [-2.9, -0.1, -1.3], [2.8, -0.3, 1.4], [-0.1, -1.0, 0.8], [-0.1, 0.2, 0.3], [-0.7, -0.3, -0.8], [-0.5, 0.7, -0.6], [-0.2, 0.5, 0.1], [-0.4, 0.8, -0.4], [0.9, -0.3, 0.3]]}

{"formula": "C3H2ClF3", "method": "the ωB97M-V functional and the def2-TZVPD basis", "homo_ev": -10.73, "mol_weight_da": 130.50, "relative_energy_kj_mol": 148.0, "orbital_gap_ev": 11.514, "e_tot_ev": -23815.762, "symbols": ["C", "C", "C", "F", "F", "F", "Cl", "H", "H"], "positions_angstrom": [[0.053600, 0.959975, 1.248118], [-0.568655, 0.398461, 0.266561], [0.341767, -0.829504, -0.955062], [-1.885139, 0.313378, -0.059210], [-0.788771, -1.477993, -1.472693], [1.032627, -1.664216, -0.223640], [1.287777, 0.082307, -2.112185], [-0.521734, 1.584216, 1.966066], [1.048527, 0.633376, 1.342045]], "atomic_forces_ev_per_a": [[-1.8, 1.0, 1.1], [0.2, -4.0, -4.1], [-4.7, 2.9, 2.5], [1.5, 0.8, 0.6], [2.4, 0.7, 0.1], [0.5, -0.4, -0.3], [-0.3, -0.8, 0.1], [0.9, -0.5, -0.4], [1.2, 0.3, 0.4]]}

{"formula": "C3H2ClFOS", "method": "the ωB97M-V functional and the def2-TZVPD basis", "homo_ev": -9.38, "smiles": "O=C(C=S)[C@H](F)Cl", "mol_weight_da": 140.57, "relative_energy_kj_mol": 62.5, "orbital_gap_ev": 7.769, "e_tot_ev": -31264.439, "symbols": ["O", "C", "C", "S", "C", "F", "Cl", "H", "H"], "positions_angstrom": [[-0.540190, -1.146612, 1.277763], [-0.192073, -0.150752, 0.712825], [-1.287465, 0.649942, -0.074204], [-2.670492, -0.054984, -0.512463], [1.257511, 0.274887, 0.537915], [1.355366, 1.591066, 0.246825], [2.085084, -0.634421, -0.737861], [-1.047048, 1.693594, -0.263607], [1.783867, 0.180150, 1.503915]], "atomic_forces_ev_per_a": [[0.9, 0.1, 0.6], [-1.9, -0.3, -1.7], [0.3, -0.3, 0.5], [0.8, 0.5, 0.2], [0.8, -0.1, 1.3], [-0.4, 0.8, -0.4], [-0.3, -0.1, 0.3], [-0.2, 0.0, -0.2], [-0.1, -0.6, -0.5]]}

{"formula": "C3H2ClFS", "method": "the ωB97M-V functional and the def2-TZVPD basis", "homo_ev": -9.01, "smiles": "F/C(Cl)=C/C=S", "mol_weight_da": 124.57, "relative_energy_kj_mol": 105.5, "orbital_gap_ev": 7.584, "e_tot_ev": -29216.064, "symbols": ["F", "C", "Cl", "C", "C", "S", "H", "H"], "positions_angstrom": [[0.312519, -2.472281, -0.694946], [-0.035122, -1.189790, -0.363271], [-1.705725, -0.908267, -0.399397], [0.811824, -0.326362, 0.198636], [0.410115, 0.969552, 0.612371], [1.114271, 2.534047, 0.596989], [1.799605, -0.472592, 0.169582], [-0.564184, 0.898516, 0.636443]], "atomic_forces_ev_per_a": [[-0.3, 2.0, 0.1], [0.1, -1.5, 1.1], [-0.4, -0.4, -0.5], [-0.9, 0.4, -0.6], [4.0, 3.3, -1.3], [-0.8, -3.4, 0.3], [3.7, -1.3, -0.1], [-5.3, 0.9, 1.0]]}

{"formula": "C3H2ClFS2", "method": "the ωB97M-V functional and the def2-TZVPD basis", "homo_ev": -9.17, "smiles": "F/C(Cl)=C\\SC=S", "mol_weight_da": 156.63, "relative_energy_kj_mol": 82.1, "orbital_gap_ev": 8.474, "e_tot_ev": -40051.584, "symbols": ["F", "C", "Cl", "C", "S", "C", "S", "H", "H"], "positions_angstrom": [[2.196997, 0.213178, 1.465962], [1.198544, 1.050746, 1.034137], [1.438866, 2.779918, 1.455963], [0.132590, 0.668236, 0.330784], [0.414489, -1.074485, -0.299881], [-1.134376, -1.476816, -1.034943], [-2.514605, -0.670741, -1.471053], [-0.781695, 1.109289, -0.224831], [-0.950811, -2.599326, -1.256138]], "atomic_forces_ev_per_a": [[-1.5, 1.4, -0.7], [-0.2, 1.6, 0.3], [0.0, -1.9, -0.1], [0.4, -2.2, -1.8], [-1.8, 1.4, 0.5], [0.3, -1.2, -0.5], [1.8, -0.7, 0.8], [1.9, -0.1, 1.5], [-0.8, 1.7, 0.0]]}

{"formula": "C3H2ClIO", "method": "the ωB97M-V functional and the def2-TZVPD basis", "homo_ev": -9.91, "smiles": "C=C(Cl)C(=O)I", "mol_weight_da": 216.40, "relative_energy_kj_mol": 92.6, "orbital_gap_ev": 8.852, "e_tot_ev": -25812.080, "symbols": ["C", "C", "Cl", "C", "O", "I", "H", "H"], "positions_angstrom": [[0.338234, 0.191665, 0.083915], [1.361200, 0.463867, -0.712556], [2.693799, -0.611336, -0.893563], [1.285623, 1.712307, -1.418539], [0.250524, 2.512503, -1.226132], [2.822314, 2.331617, -2.776265], [0.465356, -0.846263, 0.593963], [-0.392661, 0.880265, 0.084636]], "atomic_forces_ev_per_a": [[3.4, -4.9, 0.6], [0.2, -0.6, 0.3], [0.1, 0.1, -0.1], [-5.0, 5.7, -0.1], [5.8, -4.1, -1.3], [-0.5, -0.2, 0.5], [-1.1, 2.2, -0.5], [-2.8, 1.8, 0.6]]}

{"formula": "C3H2ClIO2", "method": "the ωB97M-V functional and the def2-TZVPD basis", "homo_ev": -9.46, "mol_weight_da": 232.40, "relative_energy_kj_mol": 8.5, "orbital_gap_ev": 8.959, "e_tot_ev": -27859.885, "symbols": ["C", "C", "C", "O", "O", "Cl", "I", "H", "H"], "positions_angstrom": [[-3.322782, 2.976969, -0.135671], [-0.216130, 1.452596, 0.063999], [0.084351, 0.494462, 0.877166], [-3.121831, 3.871272, -0.844408], [-0.496107, 2.250505, -0.710312], [-3.557499, 1.286188, -0.770460], [-2.926908, 2.994394, 1.912768], [0.015579, -0.501763, 0.630618], [0.763205, 0.747374, 1.725846]], "atomic_forces_ev_per_a": [[1.0, -1.6, -0.2], [0.1, -0.6, -0.4], [1.7, 1.5, 2.3], [-0.5, 0.8, -0.6], [-0.3, 1.1, -0.5], [-0.3, 0.7, 0.3], [-0.3, 0.1, 0.5], [-0.5, -1.9, -0.7], [-0.8, -0.1, -0.7]]}

{"formula": "C3H2ClN", "method": "the ωB97M-V functional and the def2-TZVPD basis", "homo_ev": -10.71, "smiles": "N#CCl.C#C", "mol_weight_da": 87.51, "relative_energy_kj_mol": 246.1, "orbital_gap_ev": 11.185, "e_tot_ev": -17152.293, "symbols": ["N", "C", "Cl", "C", "C", "H", "H"], "positions_angstrom": [[-0.529989, 1.880505, 0.445565], [-0.043590, 1.960188, -0.613561], [0.612996, 1.835333, -2.059985], [-0.369811, -1.278057, 1.006671], [0.399407, -1.528395, 0.137805], [-0.936734, -0.722845, 1.645335], [0.867721, -2.146729, -0.561829]], "atomic_forces_ev_per_a": [[0.9, 0.5, -1.9], [-1.5, -0.5, 3.3], [0.6, 0.1, -1.3], [0.4, 0.5, -0.3], [0.2, -1.3, -0.6], [-1.3, 0.8, 1.6], [0.8, -0.1, -0.8]]}

Copy entry 1 word for word.
{"formula": "C3H2Cl3NO", "method": "the ωB97M-V functional and the def2-TZVPD basis", "homo_ev": [-6.53, -11.17], "s2": 2.006, "mol_weight_da": 174.41, "relative_energy_kj_mol": 297.5, "spin_multiplicity": 3, "orbital_gap_ev": [6.847, 6.478], "e_tot_ev": -44240.570, "symbols": ["C", "C", "C", "N", "O", "Cl", "Cl", "Cl", "H", "H"], "positions_angstrom": [[-0.740127, 1.373721, 0.008333], [-0.411754, 0.062638, -0.442628], [1.078714, -0.321877, 0.015720], [-1.307768, 2.226775, 0.500908], [-1.296393, -0.975054, 0.069061], [1.274949, 0.004325, 1.764875], [2.065590, 0.529365, -1.169693], [1.208821, -2.059009, -0.244132], [-0.411723, -0.108348, -1.560390], [-1.460310, -0.732533, 1.057950]], "atomic_forces_ev_per_a": [[9.8, -10.2, -8.1], [-0.4, -1.8, 0.2], [-1.7, -0.1, -0.6], [-8.9, 11.0, 7.2], [-0.8, 0.9, 2.6], [0.3, 0.3, -0.8], [0.8, 0.2, 0.7], [0.5, -0.1, 0.0], [-0.2, 0.7, 1.3], [0.3, -0.8, -2.4]]}